Record 1
{
  "formula": "C9H17ClCrI2N2OP",
  "method": "ωB97M-V/def2-TZVPD",
  "s_squared": 4.173,
  "homo_ev": [-14.73, -14.83],
  "total_charge": 2,
  "orbital_gap_ev": [3.70, 5.99],
  "fmax_ha_per_bohr": 0.1027,
  "spin_multiplicity": 4,
  "lumo_energy_ev": [-11.02, -8.83],
  "elements": ["I", "I", "Cr", "P", "C", "C", "H", "H", "H", "C", "H", "H", "H", "H", "H", "H", "C", "O", "Cl", "C", "C", "C", "C", "N", "N", "C", "H", "H", "H", "H", "H", "H", "H", "H"],
  "coordinates": [[-3.38414, -1.70532, -2.01996], [-3.64851, 1.20832, -1.83889], [0.61132, 0.72710, -0.20033], [0.17948, -0.01804, -2.81407], [-1.17442, -0.15116, -4.11077], [1.24514, 1.30588, -3.53136], [2.22036, -1.34860, -2.60078], [1.48939, -1.42487, -4.25473], [0.76371, -2.34097, -2.90454], [1.28342, -1.42824, -3.17926], [2.21126, 1.36630, -3.00021], [1.39240, 1.09086, -4.60763], [-0.77497, -0.14233, -5.16388], [-1.87669, 0.70110, -3.92631], [0.71701, 2.26209, -3.41840], [-1.69192, -1.12201, -3.91757], [-2.84440, -0.65805, 0.04980], [-3.43936, -0.80017, 1.02744], [2.80696, 0.84539, -0.36597], [2.09974, -1.07159, 4.50827], [1.06684, -0.43488, 3.66311], [-0.09911, 0.21175, 3.97986], [-0.67168, 0.66221, 2.79222], [0.12991, 0.34494, 1.75319], [1.14409, -0.39853, 2.32470], [-1.85593, 1.43320, 2.66697], [2.57198, -0.40236, 5.23990], [1.74036, -1.89368, 5.15073], [2.91716, -1.48215, 3.91199], [-0.45541, 0.35624, 5.00982], [1.99209, -0.68180, 1.80168], [-2.62986, 0.98856, 1.96378], [-2.39913, 1.49669, 3.68656], [-1.63709, 2.50412, 2.32463]],
  "forces_ev_per_a": [[-1.52, 0.71, -2.01], [-0.32, -1.34, -0.88], [-0.33, -0.18, 0.49], [1.52, 0.12, -2.17], [-0.54, -0.10, 0.69], [-0.25, 0.60, 0.58], [-0.41, -0.02, -0.31], [-0.08, 0.08, 0.15], [0.15, -0.31, -0.07], [-0.21, -0.19, 0.95], [-0.47, -0.08, -0.38], [-0.13, 0.02, 0.56], [0.10, 0.16, 1.24], [0.58, -0.87, -0.49], [0.29, -0.04, -0.23], [0.44, 1.02, -0.45], [1.11, 0.46, 5.14], [0.41, -0.13, -1.79], [-1.23, -0.13, 0.10], [0.79, -0.62, 0.63], [0.17, -0.30, -0.38], [-0.84, 0.38, 0.91], [1.38, -0.49, 0.82], [1.31, -0.74, -1.04], [1.68, -0.48, -0.39], [-3.70, 2.22, 0.15], [-0.33, 0.31, -0.40], [-0.33, 0.26, -0.54], [-0.11, 0.02, -0.07], [-0.03, -0.02, -0.83], [-0.98, 0.38, 0.36], [1.17, 0.65, 0.85], [1.00, 0.04, -1.68], [-0.31, -1.38, 0.49]]
}



Record 2
{
  "formula": "C43H60N5O25P3",
  "method": "ωB97M-V/def2-TZVPD",
  "homo_ev": -9.81,
  "de_lowest_ev": 0.0000,
  "orbital_gap_ev": 9.20,
  "fmax_ha_per_bohr": 0.0364,
  "smiles": "O=[N+]([O-])c1ccccc1.O=[N+]([O-])c1ccccc1.O=[N+]([O-])c1ccccc1.O=[N+]([O-])c1ccccc1.O=[N+]([O-])c1ccccc1.COP(=O)(OC)OC.COP(=O)(OC)OC.COP(=O)(OC)OC.CCOC(=O)OC",
  "lumo_energy_ev": -0.61,
  "elements": ["C", "C", "O", "C", "O", "O", "C", "H", "H", "H", "H", "H", "H", "H", "H", "C", "C", "C", "C", "C", "C", "N", "O", "O", "H", "H", "H", "H", "H", "C", "C", "C", "C", "C", "C", "N", "O", "O", "H", "H", "H", "H", "H", "C", "C", "C", "C", "C", "C", "N", "O", "O", "H", "H", "H", "H", "H", "C", "C", "C", "C", "C", "C", "N", "O", "O", "H", "H", "H", "H", "H", "C", "C", "C", "C", "C", "C", "N", "O", "O", "H", "H", "H", "H", "H", "C", "O", "P", "O", "O", "C", "O", "C", "H", "H", "H", "H", "H", "H", "H", "H", "H", "C", "O", "P", "O", "O", "C", "O", "C", "H", "H", "H", "H", "H", "H", "H", "H", "H", "C", "O", "P", "O", "O", "C", "O", "C", "H", "H", "H", "H", "H", "H", "H", "H", "H"],
  "coordinates": [[10.39575, 26.09151, 28.36624], [9.23497, 26.51967, 29.24123], [9.55218, 26.76083, 30.58780], [10.26355, 27.81029, 30.94412], [10.55746, 28.02815, 32.06746], [10.57040, 28.55220, 29.88907], [11.30149, 29.72932, 30.06373], [10.95031, 25.26104, 28.81829], [11.08540, 26.91804, 28.22283], [10.07940, 25.67720, 27.40682], [8.49446, 25.72049, 29.25528], [8.75131, 27.37204, 28.76038], [12.07630, 29.71657, 30.83412], [10.66661, 30.58543, 30.30832], [11.80098, 29.97170, 29.12979], [8.63745, 28.43602, 26.11819], [9.72981, 28.99066, 26.74884], [11.01670, 28.65648, 26.35323], [11.18548, 27.74150, 25.32725], [10.08430, 27.23319, 24.65674], [8.78994, 27.53270, 25.06944], [12.52145, 27.42652, 24.84676], [13.38812, 27.45134, 25.68300], [12.67024, 27.06089, 23.70131], [7.63364, 28.70006, 26.43875], [9.68779, 29.62934, 27.62305], [11.76954, 29.24180, 26.86393], [10.19115, 26.47966, 23.88351], [7.88892, 27.19860, 24.57553], [8.56270, 23.63113, 24.76808], [7.52917, 23.60942, 23.82707], [6.37976, 22.88321, 24.04728], [6.23916, 22.19512, 25.24883], [7.26419, 22.16029, 26.16348], [8.43625, 22.87378, 25.91858], [5.00541, 21.42548, 25.39989], [4.95752, 20.63511, 26.30580], [4.17183, 21.52292, 24.54740], [9.40454, 24.28127, 24.56272], [7.70930, 24.08969, 22.87349], [5.66384, 22.91810, 23.24202], [7.16056, 21.60612, 27.08759], [9.17023, 22.97703, 26.70914], [12.39595, 33.95395, 22.47262], [11.27308, 33.61070, 23.23069], [11.40720, 32.93700, 24.41956], [12.69176, 32.60876, 24.84925], [13.79380, 32.91300, 24.08685], [13.66983, 33.61769, 22.89022], [12.86153, 31.90274, 26.10709], [11.90234, 31.91538, 26.85997], [13.91886, 31.35999, 26.36195], [12.24563, 34.48466, 21.54013], [10.28778, 33.77330, 22.81262], [10.54447, 32.65536, 25.00817], [14.76666, 32.62060, 24.46506], [14.56256, 33.94278, 22.37972], [4.62185, 31.40970, 27.01575], [4.70051, 30.17720, 26.37171], [5.70014, 29.98511, 25.43575], [6.53262, 31.03624, 25.10291], [6.47929, 32.23324, 25.77587], [5.52452, 32.43324, 26.75789], [7.55514, 30.87236, 24.06688], [8.42722, 31.70731, 24.03533], [7.56209, 29.87741, 23.39517], [3.87575, 31.53487, 27.79328], [4.04215, 29.36825, 26.64789], [5.80846, 29.04618, 24.91061], [7.23861, 32.98206, 25.60537], [5.47582, 33.36295, 27.29984], [13.24466, 24.03283, 25.78671], [14.55278, 24.04289, 26.24300], [14.86436, 23.50504, 27.47410], [13.86778, 22.97903, 28.28024], [12.56739, 22.91550, 27.79664], [12.23802, 23.50136, 26.59018], [14.18295, 22.44652, 29.58780], [15.21441, 22.80457, 30.09375], [13.40693, 21.68638, 30.09310], [13.04061, 24.36461, 24.77536], [15.37278, 24.40270, 25.63592], [15.86584, 23.53502, 27.88858], [11.86104, 22.36550, 28.41019], [11.20167, 23.54101, 26.28750], [10.23418, 33.48671, 30.69013], [9.99782, 33.82980, 29.33259], [8.86263, 33.02941, 28.51724], [8.63414, 31.61938, 28.82440], [7.58179, 33.94293, 28.75784], [6.83859, 33.83146, 29.97387], [9.18810, 33.46906, 27.03892], [9.27529, 34.83471, 26.66458], [10.04621, 34.35060, 31.33319], [11.29434, 33.26867, 30.84430], [9.66344, 32.62658, 31.03779], [7.42702, 33.34271, 30.74190], [5.91296, 33.29246, 29.77573], [6.54367, 34.83815, 30.26236], [9.98623, 34.94272, 25.84841], [9.62856, 35.53737, 27.42740], [8.28094, 35.20574, 26.39886], [7.38276, 27.94542, 19.85810], [8.73286, 27.49689, 19.75555], [9.14013, 26.03875, 20.19600], [8.86773, 25.73836, 21.60781], [8.46923, 25.10110, 19.11161], [8.17804, 23.74477, 19.40350], [10.65851, 25.97520, 19.76087], [11.59006, 26.86186, 20.35620], [7.09945, 28.53583, 18.99237], [7.32482, 28.62190, 20.71427], [6.72069, 27.09738, 20.01893], [7.16102, 23.47107, 19.11400], [8.20557, 23.53857, 20.47874], [8.86456, 23.07041, 18.89444], [12.20648, 27.33832, 19.59286], [12.26649, 26.32060, 21.01351], [11.13024, 27.66811, 20.92927], [5.50980, 26.58660, 22.75543], [4.78629, 25.72730, 23.63541], [3.97862, 26.36616, 24.85110], [3.19598, 27.52949, 24.43922], [3.23880, 25.15606, 25.54654], [2.43540, 24.24980, 24.75688], [5.11142, 26.74504, 25.92890], [5.88451, 25.71764, 26.55960], [5.74576, 27.54548, 23.22610], [4.88199, 26.83976, 21.90051], [6.43500, 26.09798, 22.46098], [2.67552, 23.26344, 25.13247], [2.65665, 24.41823, 23.70960], [1.37456, 24.39463, 24.95656], [5.68178, 25.66490, 27.63246], [6.95091, 25.91755, 26.43379], [5.66216, 24.73251, 26.13941]],
  "forces_ev_per_a": [[0.64, -0.58, 0.51], [-0.59, -0.46, -1.62], [-0.29, -0.78, 0.47], [-0.12, 0.12, -0.58], [0.46, 0.43, 1.40], [0.02, 0.00, -0.74], [0.80, 1.66, 0.36], [-0.03, 0.16, 0.24], [0.04, -0.15, -0.19], [-0.31, 0.43, -0.10], [-0.03, -0.03, 0.25], [-0.02, 0.21, 0.34], [-0.18, -0.66, 0.07], [-0.29, -0.30, -0.09], [-0.11, -0.18, -0.21], [-0.67, -0.12, 0.14], [0.58, -0.19, 0.31], [-0.28, 0.50, 0.06], [-0.74, 1.02, -0.36], [-0.57, -1.24, -0.22], [0.56, 1.01, 0.46], [-0.41, -0.73, 0.55], [0.89, 0.28, 0.36], [-0.02, 0.03, -0.58], [0.14, -0.03, 0.08], [-0.60, 0.25, -0.25], [0.65, -0.60, -0.27], [0.29, 0.32, -0.23], [0.24, -0.41, -0.25], [-0.57, 0.06, -0.37], [0.89, -0.22, -0.05], [0.32, 0.49, -0.24], [0.06, 0.50, -1.28], [0.19, -0.16, 0.65], [-0.29, 0.69, 0.39], [1.24, -0.73, 0.31], [-0.11, -0.38, 1.13], [-1.17, 0.48, -0.97], [0.19, -0.22, 0.17], [-0.21, 0.27, 0.09], [-0.46, -0.37, 0.36], [-0.12, -0.03, -0.09], [0.06, -0.37, -0.07], [-0.25, 0.17, -0.20], [0.13, -0.21, -0.72], [0.07, -0.20, 0.59], [-0.41, 0.22, -0.86], [0.89, 0.05, 0.11], [-0.30, -0.08, 0.82], [-0.15, -0.09, 0.63], [0.00, -0.17, 0.12], [-0.05, 0.10, -0.27], [0.07, 0.00, 0.01], [-0.02, 0.20, 0.19], [0.05, -0.05, -0.01], [-0.04, 0.04, -0.08], [-0.03, -0.13, -0.26], [-0.21, -0.17, 0.47], [0.46, 0.35, 0.28], [-0.32, -0.28, -0.81], [-0.38, -0.05, 0.23], [0.39, 0.77, 0.36], [-0.30, -0.58, -0.37], [0.41, -0.05, 1.24], [0.50, 0.83, -0.38], [-0.51, -0.92, -0.82], [-0.03, 0.08, -0.10], [-0.07, -0.06, -0.15], [-0.09, 0.00, 0.08], [-0.12, 0.01, -0.24], [0.06, 0.09, 0.03], [-0.06, -0.11, -0.06], [0.28, -0.37, -0.17], [0.37, 0.29, 1.14], [-0.46, 0.30, -1.77], [-0.06, -0.32, 0.96], [0.27, 0.02, -0.17], [0.31, 0.20, -0.29], [0.96, 0.35, 0.35], [-1.05, -0.85, 0.49], [-0.16, 0.27, 0.14], [-0.19, 0.16, -0.12], [0.00, 0.01, -0.25], [-0.22, 0.34, -0.11], [0.05, -0.18, -0.20], [0.76, 0.22, 0.89], [-0.31, -0.96, -0.30], [-0.14, 1.51, 0.00], [0.56, 0.04, -0.17], [-0.32, 0.06, -0.01], [-0.34, 0.26, -0.38], [0.37, -0.67, 0.32], [-0.15, 1.22, -0.08], [-0.35, -0.02, -0.18], [-0.06, -0.16, -0.33], [-0.12, 0.02, -0.16], [-0.15, -0.04, 0.23], [0.13, -0.32, 0.08], [0.25, 0.05, 0.19], [-0.22, -0.33, -0.21], [0.05, -0.64, 0.39], [0.11, -0.21, -0.29], [-0.08, 0.37, 0.87], [0.19, -0.10, -0.59], [0.63, 0.32, -0.25], [-0.27, -0.30, 0.04], [-0.25, 0.20, 0.19], [-0.43, -1.00, 0.64], [-0.53, -0.06, -0.13], [0.94, 0.66, 0.45], [0.16, -0.33, -0.32], [-0.08, -0.17, 0.10], [-0.23, 0.08, -0.17], [0.06, 0.45, -0.36], [0.30, 0.19, -0.08], [0.15, 0.21, -0.06], [-0.23, -0.18, -0.24], [-0.15, -0.16, 0.09], [-0.23, -0.16, 0.03], [-0.15, 0.70, -0.09], [-0.15, -0.72, 0.41], [0.63, 0.55, 0.29], [-0.02, 0.03, 0.27], [0.27, 0.26, -0.34], [-0.19, 0.08, 0.52], [-0.56, -0.12, -0.16], [0.26, -0.58, 0.16], [0.11, -0.13, 0.12], [0.06, -0.23, -0.10], [-0.03, -0.11, -0.04], [0.19, -0.20, -0.48], [-0.06, -0.46, -0.17], [0.05, 0.44, -0.02], [-0.22, 0.27, -0.14], [-0.14, 0.14, -0.15], [0.07, 0.17, -0.04]]
}



Number 1: E -2978.597199 Eh. Number 2: E -4853.202325 Eh.